Molecular formula: C3H7N3O
Method: DFT, ωB97M-V with the def2-TZVPD basis set

For the total energy, the calculation gives -357.8815 Ha. Its max |F| is 4.3 eV/Å. The value obtained for the LUMO energy (alpha / beta) is -0.040 / -0.040 eV. The calculation puts the energy relative to the best compared isomer or geometry (same formula, charge and spin) at 105.68 kcal per mole. The gap between HOMO and LUMO (alpha / beta) comes out at 8.39 / 8.38 eV. The highest occupied orbital energy (alpha / beta) is -8.43 / -8.43 eV.

Last column: Löwdin charge in e.
Cartesian coordinates (Å):
1 C 1.182 -0.300 -0.321  -0.208
2 C -0.303 0.122 0.539  -0.652
3 C -1.339 -0.215 -0.990  0.042
4 N -0.226 1.511 0.742  0.050
5 O 2.228 0.165 0.434  -0.056
6 N -0.638 -0.589 1.564  0.084
7 N -1.398 -1.146 -1.733  0.152
8 H 2.040 1.092 0.659  0.089
9 H -0.754 1.769 1.566  0.089
10 H -0.459 2.084 -0.058  0.082
11 H -0.513 -1.585 1.423  0.039
12 H -2.156 -1.686 -2.127  0.093
13 H 1.113 0.164 -1.313  0.091
14 H 1.223 -1.386 -0.385  0.104

***

Molecular formula: C10H34N4O7
Method: DFT, ωB97M-V with the def2-TZVPD basis set

For the total energy, the calculation gives -1147.0125 Ha. Its max |F| is 7.8 eV/Å. The value obtained for the LUMO energy is 0.091 eV. The calculation puts the energy relative to the best compared isomer or geometry (same formula, charge and spin) at 61.72 kcal per mole. The gap between HOMO and LUMO comes out at 8.93 eV. The highest occupied orbital energy is -8.84 eV. The SMILES is NC(N)=O.NC(N)=O.CCO.CCO.CCO.CO.CO.

Last column: Löwdin charge in e.
Cartesian coordinates (Å):
1 C 2.182 0.430 1.140  -0.056
2 C 1.544 0.056 -0.188  -0.320
3 O 0.402 0.797 -0.334  -0.101
4 H 1.515 0.316 2.041  0.079
5 H 2.669 1.390 1.107  0.067
6 H 2.918 -0.355 1.362  0.070
7 H 1.224 -0.930 -0.227  0.055
8 H 2.177 0.170 -1.052  0.116
9 H -0.304 0.219 -0.079  0.052
10 C 0.970 -0.382 -4.076  -0.070
11 C 0.050 -1.557 -3.820  -0.343
12 O -1.273 -1.174 -3.976  -0.068
13 H 0.900 0.001 -5.086  0.074
14 H 2.048 -0.636 -3.869  0.098
15 H 0.620 0.399 -3.441  0.037
16 H 0.179 -1.874 -2.791  0.094
17 H 0.280 -2.453 -4.450  0.123
18 H -1.845 -1.889 -3.823  0.067
19 C 0.187 3.269 2.648  -0.080
20 C -0.618 2.035 3.022  -0.344
21 O -1.652 2.393 3.911  -0.065
22 H 0.679 3.616 3.571  0.082
23 H -0.466 4.108 2.328  0.086
24 H 0.849 3.006 1.841  0.030
25 H -0.059 1.266 3.537  0.092
26 H -0.949 1.509 2.075  0.117
27 H -2.380 1.852 3.641  0.065
28 C -0.725 -2.265 2.689  -0.649
29 O -0.532 -1.407 1.661  -0.076
30 N 0.004 -3.340 2.853  0.154
31 N -1.618 -2.193 3.609  0.134
32 H 0.473 -3.595 1.983  0.071
33 H -0.200 -4.113 3.511  0.134
34 H -2.454 -1.598 3.422  0.140
35 H -1.609 -2.673 4.584  0.171
36 C -0.698 3.841 -1.827  -0.655
37 O -1.439 4.829 -2.386  -0.106
38 N 0.055 4.087 -0.773  0.157
39 N -0.652 2.597 -2.123  0.144
40 H -0.027 5.046 -0.444  0.122
41 H 0.625 3.343 -0.322  0.107
42 H -1.027 2.417 -3.039  0.137
43 H -0.161 1.890 -1.565  0.074
44 C -2.491 -0.142 -1.527  -0.153
45 O -2.704 1.096 -0.913  -0.110
46 H -1.439 -0.149 -1.771  0.054
47 H -3.051 -0.145 -2.460  0.085
48 H -2.830 -0.904 -0.983  0.044
49 H -2.221 1.787 -1.376  0.031
50 C 2.239 -3.650 0.270  -0.159
51 O 1.310 -4.689 0.449  -0.121
52 H 3.116 -4.010 -0.311  0.092
53 H 2.656 -3.321 1.265  0.100
54 H 1.722 -2.897 -0.286  0.054
55 H 1.805 -5.418 0.785  0.071

***

Molecular formula: C22H34Br48Si2
Method: DFT, ωB97M-V with the def2-TZVPD basis set

For the total energy, the calculation gives -124990.1673 Ha. Its max |F| is 0.8 eV/Å. The value obtained for the LUMO energy is -0.375 eV. The gap between HOMO and LUMO comes out at 8.62 eV. The highest occupied orbital energy is -8.99 eV.

Last column: Löwdin charge in e.
Cartesian coordinates (Å):
1 C 2.389 -4.160 -2.504  -0.116
2 C 3.594 -3.408 -1.954  -0.342
3 C 3.925 -2.157 -2.771  -0.392
4 Si 5.415 -1.255 -2.046  0.567
5 Si 5.054 -0.350 0.039  0.418
6 C 3.247 0.126 0.364  -0.236
7 C 6.111 1.221 0.163  -0.222
8 C 5.553 -1.613 1.358  -0.230
9 H 2.037 -4.880 -1.766  0.068
10 H 1.562 -3.490 -2.727  0.072
11 H 2.657 -4.721 -3.393  0.031
12 H 3.420 -3.144 -0.910  0.092
13 H 4.458 -4.069 -2.006  0.097
14 H 3.055 -1.514 -2.897  0.066
15 H 4.203 -2.497 -3.772  0.061
16 H 6.483 -2.283 -1.885  -0.046
17 H 5.965 -0.236 -2.977  -0.092
18 H 2.970 -0.232 1.355  -0.003
19 H 3.129 1.207 0.389  0.012
20 H 2.531 -0.274 -0.348  -0.008
21 H 6.095 1.711 -0.807  0.014
22 H 5.734 1.902 0.920  0.023
23 H 7.136 0.941 0.395  0.023
24 H 6.190 -1.114 2.081  -0.021
25 H 6.085 -2.459 0.930  0.018
26 H 4.681 -2.024 1.860  -0.010
27 C 3.083 -7.772 -5.370  -1.650
28 Br 1.259 -7.587 -5.946  0.549
29 Br 4.123 -6.210 -5.799  0.570
30 Br 3.197 -8.203 -3.497  0.575
31 H 3.507 -8.601 -5.917  -0.074
32 C -0.485 2.348 0.949  -1.652
33 Br 0.270 4.075 1.317  0.562
34 Br 0.125 1.664 -0.746  0.596
35 Br -0.145 1.098 2.385  0.583
36 H -1.557 2.473 0.878  -0.135
37 C -3.537 5.965 1.527  -1.642
38 Br -2.974 7.762 1.900  0.576
39 Br -2.857 5.340 -0.163  0.568
40 Br -3.129 4.762 2.969  0.566
41 H -4.615 5.990 1.439  -0.096
42 C -7.297 8.524 1.582  -1.628
43 Br -6.910 10.384 1.888  0.590
44 Br -6.496 7.892 -0.048  0.561
45 Br -6.792 7.434 3.088  0.576
46 H -8.367 8.429 1.468  -0.094
47 C 8.445 -1.244 -5.773  -1.623
48 Br 8.563 -3.163 -5.651  0.578
49 Br 6.644 -0.677 -6.142  0.574
50 Br 9.165 -0.395 -4.203  0.564
51 H 9.056 -0.938 -6.609  -0.032
52 C -10.484 5.789 -0.288  -1.606
53 Br -10.960 7.500 0.462  0.607
54 Br -10.405 5.863 -2.209  0.567
55 Br -8.847 5.118 0.468  0.536
56 H -11.269 5.097 -0.023  -0.027
57 C 1.538 -10.419 -9.534  -1.634
58 Br 0.033 -10.241 -8.350  0.558
59 Br 1.265 -9.453 -11.175  0.578
60 Br 3.190 -9.901 -8.683  0.579
61 H 1.626 -11.464 -9.787  -0.032
62 C -8.229 2.323 -3.023  -1.601
63 Br -9.677 2.169 -1.768  0.568
64 Br -8.826 3.011 -4.717  0.587
65 Br -6.775 3.376 -2.322  0.598
66 H -7.853 1.326 -3.202  -0.046
67 C 4.092 -0.840 5.261  -1.620
68 Br 5.990 -1.027 5.019  0.605
69 Br 3.443 0.817 4.522  0.559
70 Br 3.125 -2.347 4.551  0.580
71 H 3.908 -0.815 6.321  -0.050
72 C -2.527 1.546 5.429  -1.618
73 Br -2.247 -0.357 5.384  0.600
74 Br -4.400 1.973 5.292  0.571
75 Br -1.741 2.347 6.991  0.542
76 H -2.028 1.956 4.560  -0.087
77 C -2.275 5.188 10.564  -1.626
78 Br -0.838 4.175 9.776  0.548
79 Br -2.993 6.465 9.318  0.585
80 Br -3.640 4.029 11.265  0.584
81 H -1.859 5.741 11.393  -0.029
82 C 1.934 1.559 10.183  -1.667
83 Br 3.812 1.532 10.603  0.583
84 Br 1.515 0.451 8.667  0.559
85 Br 0.852 1.085 11.695  0.568
86 H 1.681 2.574 9.914  -0.075
87 C -5.128 -1.382 7.609  -1.670
88 Br -4.957 -3.299 7.576  0.571
89 Br -6.964 -0.828 7.435  0.561
90 Br -4.304 -0.623 9.172  0.560
91 H -4.596 -0.998 6.750  -0.121
92 C -9.235 -0.061 -7.172  -1.664
93 Br -8.532 0.840 -8.720  0.571
94 Br -10.438 -1.482 -7.659  0.578
95 Br -7.824 -0.692 -6.024  0.557
96 H -9.802 0.665 -6.608  -0.065
97 C -5.125 0.321 -0.671  -1.641
98 Br -3.384 0.859 -0.055  0.623
99 Br -5.007 -1.067 -2.001  0.581
100 Br -6.272 -0.188 0.787  0.582
101 H -5.577 1.175 -1.148  -0.118
102 C 12.102 -4.035 -6.847  -1.670
103 Br 13.243 -5.577 -7.004  0.574
104 Br 12.768 -2.786 -5.545  0.562
105 Br 11.813 -3.187 -8.551  0.560
106 H 11.140 -4.377 -6.496  -0.085

***

no.,molecular weight (g mol⁻¹)
1,101.1
2,322.4
3,4190.1